[1]
This record from the Open Molecules 2025 dataset describes a 14-piece molecular cluster, C6H43N2O13 overall. The level of theory is the ωB97M-V functional and the def2-TZVPD basis.

The geometry in XYZ format:
```
64
Properties=species:S:1:pos:R:3:lowdin_charge:R:1
N -0.84 1.17 -1.57 0.235
C -0.71 0.05 -0.40 -0.181
C 0.19 -1.03 -1.01 -0.189
C -0.19 -1.56 -2.48 -0.057
C -0.09 0.70 0.82 -0.133
N -0.69 0.48 2.27 -0.262
C -2.19 0.73 2.24 -0.102
C -0.38 -0.86 2.73 -0.106
H -0.10 0.90 -2.40 0.162
H -1.67 1.28 -2.05 0.073
H -0.64 2.06 -1.22 0.046
H -1.77 -0.38 -0.21 0.148
H 0.33 -1.87 -0.35 0.075
H 1.21 -0.55 -1.13 0.102
H -1.29 -1.60 -2.34 0.028
H 0.09 -0.63 -3.12 0.038
H 0.39 -2.39 -2.75 0.059
H 0.01 1.79 0.66 0.086
H 0.94 0.48 0.89 0.069
H -2.63 0.76 3.34 0.114
H -2.75 -0.15 1.75 0.078
H -2.57 1.69 1.76 0.097
H 0.76 -0.91 2.40 0.115
H -0.87 -1.63 2.16 0.032
H -0.79 -0.82 3.85 0.140
H 0.12 -3.50 0.63 -0.084
H -0.85 -4.48 0.78 -0.052
O 0.02 -4.37 0.58 0.034
H -2.84 -4.16 1.28 0.102
H -2.52 -3.13 2.35 0.045
O -2.10 -3.58 1.64 -0.052
H -2.22 -0.97 -3.65 0.061
H -2.76 0.40 -4.13 0.088
O -1.90 -0.04 -3.88 -0.095
H 0.14 3.03 2.81 -0.004
H 0.23 4.57 2.41 0.025
O -0.27 3.79 2.37 -0.042
H -1.71 4.34 -1.06 0.016
H -3.08 3.68 -1.65 0.060
O -2.26 3.60 -1.15 -0.031
H 1.03 1.30 3.64 0.073
H 1.52 2.93 3.89 0.122
O 1.61 2.07 3.31 -0.122
H 0.10 3.55 0.35 -0.027
H 1.22 3.12 -0.46 0.008
O 0.48 3.78 -0.49 -0.072
H 2.65 -3.59 -1.55 0.081
H 2.55 -3.59 -0.04 0.109
O 2.51 -2.97 -0.82 -0.054
H -3.07 -3.02 -0.87 -0.052
H -3.35 -2.28 -2.16 0.088
O -2.88 -2.28 -1.29 0.013
H 0.86 0.47 -4.48 0.066
H 2.33 0.38 -3.85 0.096
O 1.41 0.71 -3.71 -0.072
H 4.18 0.25 2.51 0.056
H 2.74 0.00 2.84 0.033
O 3.47 -0.32 2.26 -0.047
H 3.01 2.32 -0.74 0.103
H 2.81 0.92 -0.33 0.018
O 2.30 1.80 -0.25 -0.122
H 3.82 -0.50 0.39 0.038
H 3.33 -1.45 -0.69 0.046
O 3.64 -0.47 -0.59 -0.116
```

## Properties
Net charge: +1
Relative energy (zero: lowest compared OMol25 entry of this formula, charge and spin), kJ/mol: 677.6
E_LUMO, eV: -2.57
Orbital gap, eV: 9.1
Energy, eV: -36508.206
M, g/mol: 351.41


[2]
This record from the Open Molecules 2025 dataset describes C25H23IrN5O11S as an isolated structure. The level of theory is the ωB97M-V functional and the def2-TZVPD basis.

The geometry in XYZ format:
```
66
Properties=species:S:1:pos:R:3:lowdin_charge:R:1
Ir -2.17 -1.03 0.13 1.495
O -1.27 -2.63 -0.67 -0.200
C -0.10 -3.11 -0.37 -0.341
C 0.46 -4.03 -1.29 -0.005
C 1.69 -4.61 -1.08 -0.091
C 2.43 -4.31 0.07 -0.115
C 1.91 -3.41 0.97 -0.077
C 0.66 -2.80 0.78 -0.093
C 0.16 -1.87 1.78 -0.256
N -0.88 -1.06 1.67 -0.070
C -1.01 -0.37 2.86 -0.096
C -0.03 -0.77 3.70 -0.062
N 0.70 -1.70 3.01 0.125
H -0.12 -4.25 -2.17 0.118
H 2.08 -5.31 -1.81 0.099
H 3.40 -4.76 0.24 0.091
H 2.49 -3.16 1.85 0.098
H -1.79 0.35 3.01 0.105
H 0.21 -0.46 4.70 0.109
H 1.46 -2.25 3.37 0.143
O -6.97 1.85 -1.27 0.116
C -6.33 2.51 -0.32 -0.508
O -6.75 3.55 0.14 0.081
C -5.04 1.94 0.15 -0.044
C -4.20 2.54 1.06 0.012
N -3.13 1.75 1.25 0.054
N -3.25 0.66 0.50 -0.079
C -4.37 0.75 -0.19 -0.125
C -4.57 -0.30 -1.24 -0.540
O -5.60 -0.28 -1.93 0.056
O -3.59 -1.11 -1.37 -0.112
H -6.47 1.04 -1.58 0.063
H -4.28 3.50 1.54 0.139
H -2.15 2.09 1.56 0.083
O -2.22 -3.63 2.02 0.028
C -3.28 -3.07 1.85 -0.469
O -3.54 -1.98 1.17 -0.188
H -4.22 -3.44 2.29 0.131
C 5.61 -0.08 0.85 -0.053
C 4.64 0.35 -0.21 -0.269
C 3.50 -0.41 -0.48 -0.018
C 2.59 -0.01 -1.45 -0.036
C 2.83 1.16 -2.16 -0.285
C 3.96 1.92 -1.91 -0.061
C 4.86 1.51 -0.94 -0.044
S 1.61 1.72 -3.32 0.613
O 2.18 2.83 -4.02 -0.305
O 1.12 0.56 -4.02 -0.283
N 0.36 2.27 -2.43 -0.125
C 0.55 3.45 -1.58 -0.199
C 0.91 3.12 -0.13 -0.088
C -0.15 2.24 0.52 -0.622
O -0.78 2.71 1.51 -0.042
O -0.34 1.10 0.02 -0.065
H 5.41 -1.10 1.19 0.071
H 5.56 0.58 1.72 0.081
H 6.64 -0.05 0.49 0.077
H 3.32 -1.33 0.06 0.093
H 1.71 -0.60 -1.64 0.119
H 4.12 2.82 -2.49 0.111
H 5.75 2.10 -0.75 0.112
H -0.09 1.51 -1.92 0.087
H -0.38 4.02 -1.61 0.123
H 1.32 4.08 -2.04 0.110
H 1.00 4.05 0.43 0.115
H 1.86 2.60 -0.10 0.105
```

## Properties
Net charge: -1
Relative energy (zero: lowest compared OMol25 entry of this formula, charge and spin), kJ/mol: 91.0
E_LUMO, eV: 2.09
Orbital gap, eV: 7.5
Energy, eV: -69951.370
M, g/mol: 793.77


The highest E_LUMO belongs to which entry?
C25H23IrN5O11S